C19H26N2Pd as an isolated structure in a non-equilibrium geometry, computed with ωB97M-V/def2-TZVPD.

For the molecular weight, the calculation gives 388.9 u. As for the HOMO energy (spin up / spin down): 2.70 / 2.71 eV. As for the total charge: -2. The value obtained for the total energy is -976.78144 hartree.

Geometry (Å):
C  3.38  -1.97  -3.21
C  2.35  -2.62  -4.15
H  3.82  -1.09  -3.68
H  4.17  -2.71  -3.03
H  2.95  -1.67  -2.24
H  1.43  -2.04  -4.29
H  2.81  -2.74  -5.14
H  2.06  -3.61  -3.81
C  0.75  2.92  0.49
C  0.67  4.24  0.93
C  -0.52  4.95  0.80
C  -1.63  4.30  0.23
H  1.62  2.29  0.69
H  1.55  4.71  1.37
H  -0.62  6.00  1.08
H  -2.59  4.78  0.03
N  -0.26  2.36  -0.20
C  -1.47  2.97  -0.24
C  -2.55  2.19  -0.88
N  -2.19  0.96  -1.34
C  -3.12  0.13  -1.84
C  -4.82  1.87  -1.70
C  -4.44  0.56  -2.07
H  -2.82  -0.90  -2.04
H  -5.15  -0.11  -2.54
C  -3.86  2.67  -1.09
H  -4.02  3.73  -0.82
H  -5.82  2.27  -1.92
Pd  -0.08  0.33  -0.88
C  -0.37  -1.47  -1.60
H  -0.80  -1.41  -2.61
H  -1.13  -1.83  -0.89
H  0.53  -2.11  -1.60
C  1.94  -3.09  2.70
C  1.27  -1.75  3.03
C  0.08  -2.00  3.96
C  2.26  -0.85  3.76
C  0.81  -1.12  1.78
C  0.55  -0.76  0.62
H  2.27  -3.56  3.63
H  2.81  -2.95  2.04
H  1.24  -3.77  2.19
H  0.44  -2.51  4.87
H  -0.39  -1.05  4.24
H  -0.68  -2.63  3.47
H  3.14  -0.63  3.15
H  1.80  0.09  4.06
H  2.60  -1.38  4.67